[1]
{"formula": "C8H6IO2", "method": "ωB97M-V/def2-TZVPD", "homo_lumo_gap_ev": 7.586, "charge": 1, "homo_energy_ev": -13.2635, "elements": ["I", "O", "O", "C", "C", "C", "C", "C", "C", "C", "C", "H", "H", "H", "H", "H", "H"], "positions_angstrom": [[1.784, -1.545, 2.970], [-0.077, 2.278, 3.334], [4.115, 1.923, 2.551], [-0.838, -0.186, 1.016], [0.536, 0.890, -1.172], [0.574, 1.619, 0.019], [-0.753, -0.940, -0.109], [-0.025, -0.395, -1.198], [3.032, 1.923, 2.453], [-0.092, 1.728, 2.337], [-0.003, 0.971, 1.158], [0.333, -0.887, -2.191], [-1.403, -0.457, 1.876], [2.121, -2.859, 3.775], [0.838, 1.365, -2.031], [-1.221, -1.975, -0.245], [1.150, 2.515, 0.239]]}

---

[2]
{"formula": "C8H6N2O", "method": "ωB97M-V/def2-TZVPD", "homo_lumo_gap_ev": 8.883, "charge": 0, "smiles": "c1ccc(-c2ncco2)nc1", "homo_energy_ev": -8.6358, "de_lowest_kcal_mol": 88.8, "elements": ["O", "N", "N", "C", "C", "C", "C", "C", "C", "C", "C", "H", "H", "H", "H", "H", "H"], "positions_angstrom": [[-0.072, 1.914, 1.140], [-0.698, -0.791, 1.164], [0.553, 1.891, -1.042], [-0.056, -0.274, 0.088], [0.149, 3.240, 0.840], [-0.445, -2.933, 0.088], [0.118, -2.361, -0.913], [0.329, -1.024, -1.040], [-0.844, -2.041, 1.194], [0.164, 1.181, 0.040], [0.531, 3.229, -0.514], [0.805, -0.502, -2.056], [-0.604, -3.775, 0.262], [0.783, 3.949, -1.166], [-0.152, 3.949, 1.469], [0.604, -3.187, -1.655], [-1.166, -2.466, 2.100]]}

---

[3]
{"formula": "C8H6N2O2", "method": "ωB97M-V/def2-TZVPD", "homo_lumo_gap_ev": [4.984, 6.024], "charge": 0, "homo_energy_ev": [-7.5884, -8.2641], "de_lowest_kcal_mol": 173.2, "elements": ["O", "O", "N", "N", "C", "C", "C", "C", "C", "C", "C", "C", "H", "H", "H", "H", "H", "H"], "positions_angstrom": [[2.298, -2.157, -0.058], [-1.465, 0.165, 0.177], [3.103, -0.036, 0.167], [2.760, 1.209, 0.142], [-2.571, -0.566, 0.162], [-2.319, -1.921, 0.113], [2.129, -0.965, 0.050], [-0.961, -2.061, -0.127], [-0.407, -0.764, -0.043], [0.856, -0.260, -0.037], [1.555, 1.536, 0.085], [0.657, 2.705, -0.129], [0.623, 3.235, -1.044], [-2.867, -2.825, 0.137], [-0.346, 2.374, -0.105], [0.940, 3.388, 0.688], [-0.394, -2.884, -0.310], [-3.593, -0.174, 0.131]]}

---

[4]
{"formula": "C8H6N2O2", "method": "ωB97M-V/def2-TZVPD", "homo_lumo_gap_ev": 7.857, "charge": 0, "smiles": "C#C/C(=C\\N=C1\\CC1=C)[N+](=O)[O-]", "homo_energy_ev": -9.0488, "de_lowest_kcal_mol": 284.0, "elements": ["O", "O", "N", "N", "C", "C", "C", "C", "C", "C", "C", "C", "H", "H", "H", "H", "H", "H"], "positions_angstrom": [[3.238, 1.457, -0.138], [3.901, -0.620, -0.408], [0.062, -1.755, 0.308], [3.079, 0.217, -0.156], [1.320, -1.458, -0.012], [1.792, -0.182, 0.066], [0.746, 1.124, 0.801], [-1.018, -1.206, 0.021], [-2.412, -1.054, 0.433], [-0.270, 1.771, 0.696], [-1.402, 1.131, -1.048], [-1.670, -0.100, -0.523], [-3.143, -1.775, 0.022], [-2.512, -0.718, 1.546], [-2.150, 1.941, -1.059], [1.958, -2.302, -0.122], [-0.577, 1.164, -1.656], [-0.945, 2.365, 1.229]]}

---

[5]
{"formula": "C8H6N2S", "method": "ωB97M-V/def2-TZVPD", "homo_lumo_gap_ev": [7.553, 7.553], "charge": 0, "smiles": "[H]/N=C1/C=Cc2sccc2/C1=N/[H]", "homo_energy_ev": [-8.4277, -8.4271], "de_lowest_kcal_mol": 43.9, "elements": ["S", "N", "N", "C", "C", "C", "C", "C", "C", "C", "C", "H", "H", "H", "H", "H", "H"], "positions_angstrom": [[2.868, -0.679, -0.019], [-2.950, -0.476, 0.332], [-1.399, 1.891, -0.255], [1.086, -0.758, -0.076], [0.309, -1.907, -0.244], [-1.752, -0.710, 0.096], [-0.890, 0.730, -0.076], [2.861, 0.981, 0.251], [-1.032, -1.905, -0.205], [0.579, 0.537, 0.008], [1.566, 1.550, 0.186], [0.739, -2.886, -0.330], [-2.392, 1.894, -0.270], [-1.519, -2.844, -0.355], [-3.213, 0.560, 0.314], [1.279, 2.523, 0.281], [3.861, 1.501, 0.361]]}

---

[6]
{"formula": "C8H6NO6Ti", "method": "ωB97M-V/def2-TZVPD", "multiplicity": 2, "homo_lumo_gap_ev": [8.430, 9.862], "charge": 0, "homo_energy_ev": [-8.9251, -10.4445], "de_lowest_kcal_mol": 0.0, "elements": ["Ti", "O", "O", "O", "O", "O", "O", "N", "C", "C", "C", "C", "C", "C", "C", "C", "H", "H", "H", "H", "H", "H"], "positions_angstrom": [[-0.153, 0.362, 0.857], [-2.678, 3.549, 0.465], [-0.905, 2.160, 0.583], [-0.503, -1.568, 0.947], [1.458, 0.610, 1.566], [-6.297, -0.354, 0.942], [-1.930, -3.305, 1.121], [-2.276, 0.138, 0.921], [-3.036, 1.214, 0.793], [-2.793, -1.082, 1.013], [-1.691, -2.131, 1.039], [2.507, 0.918, 2.446], [-4.969, -0.151, 0.925], [-4.408, 1.124, 0.795], [-4.151, -1.283, 1.025], [-2.186, 2.460, 0.598], [2.300, 0.507, 3.436], [2.621, 2.000, 2.526], [3.437, 0.488, 2.074], [-4.570, -2.276, 1.096], [-5.010, 2.017, 0.686], [-6.769, 0.483, 0.859]]}